[1]
{"formula": "C8H10ClNO4S", "method": "the ωB97M-V functional and the def2-TZVPD basis", "species": ["C", "C", "C", "C", "C", "C", "C", "C", "N", "O", "O", "O", "O", "S", "Cl", "H", "H", "H", "H", "H", "H", "H", "H", "H", "H"], "coordinates": [[-0.290, 0.471, 0.935], [-0.118, 0.029, -0.388], [-0.987, 0.524, -1.480], [-2.112, 1.308, -1.258], [1.160, -0.591, -0.802], [3.691, -2.052, 1.192], [-4.015, 1.198, 1.058], [3.241, -1.389, -0.117], [-1.262, 1.237, 1.361], [1.259, -1.261, -1.844], [-2.555, 3.256, 0.561], [-0.826, 0.020, -2.700], [2.118, -0.595, 0.173], [-2.408, 1.883, 0.421], [-2.987, 1.837, -2.550], [0.503, 0.386, 1.648], [3.868, -3.074, 1.180], [4.662, -1.524, 1.581], [2.878, -1.816, 1.847], [-4.703, 0.954, 0.174], [-3.816, 0.309, 1.699], [-4.323, 2.089, 1.633], [3.056, -2.038, -0.951], [3.940, -0.702, -0.551], [0.027, -0.459, -2.823]], "charge": 0, "orbital_gap_ev": 8.8, "energy_ha": -1524.84222, "e_above_lowest_kj_mol": 0.0}

[2]
{"formula": "C8H10CoF6N4O16", "method": "the ωB97M-V functional and the def2-TZVPD basis", "species": ["Co", "N", "O", "O", "O", "N", "O", "O", "O", "N", "O", "O", "O", "N", "O", "O", "O", "C", "C", "O", "C", "O", "C", "F", "F", "F", "H", "H", "H", "H", "H", "C", "C", "O", "C", "O", "C", "F", "F", "F", "H", "H", "H", "H", "H"], "coordinates": [[22.864, -10.981, -18.798], [23.932, -9.866, -15.840], [24.428, -10.669, -15.075], [24.116, -8.625, -15.810], [23.339, -10.359, -16.780], [24.573, -13.721, -18.057], [23.672, -12.919, -18.334], [25.231, -13.617, -17.022], [24.787, -14.644, -18.781], [25.440, -9.128, -19.462], [26.498, -8.942, -20.069], [25.234, -8.358, -18.548], [24.595, -10.010, -19.770], [21.673, -7.886, -18.853], [21.786, -9.130, -19.013], [22.573, -7.362, -18.275], [20.711, -7.234, -19.221], [21.300, -14.840, -20.122], [20.612, -13.907, -21.072], [21.453, -13.290, -22.018], [22.199, -12.189, -21.721], [22.400, -11.794, -20.584], [22.751, -11.553, -23.000], [22.835, -10.230, -22.865], [23.922, -12.036, -23.250], [22.065, -11.828, -24.079], [20.669, -14.937, -19.239], [22.292, -14.494, -19.831], [21.540, -15.775, -20.628], [20.077, -13.099, -20.571], [19.917, -14.446, -21.716], [18.086, -10.009, -18.574], [18.283, -11.466, -19.038], [18.683, -12.333, -17.992], [20.044, -12.459, -17.632], [20.961, -11.932, -18.299], [20.301, -13.227, -16.335], [19.146, -13.581, -15.680], [20.952, -14.400, -16.631], [21.000, -12.457, -15.508], [17.459, -9.844, -17.698], [17.555, -9.426, -19.326], [19.017, -9.461, -18.427], [18.961, -11.564, -19.885], [17.311, -11.834, -19.364]], "multiplicity": 5, "charge": -1, "orbital_gap_ev": [7.7, 3.8], "energy_ha": -3715.19157, "e_above_lowest_kj_mol": 0.0}

[3]
{"formula": "C8H10CrN8NiO18", "method": "the ωB97M-V functional and the def2-TZVPD basis", "species": ["Ni", "Cr", "N", "O", "O", "O", "N", "O", "O", "O", "N", "O", "O", "O", "N", "O", "O", "O", "N", "O", "O", "O", "N", "O", "O", "O", "N", "C", "C", "C", "C", "H", "H", "H", "H", "H", "N", "C", "C", "C", "C", "H", "H", "H", "H", "H"], "coordinates": [[15.465, 22.018, 25.435], [14.922, 27.262, 24.797], [17.775, 21.429, 23.068], [17.511, 21.819, 21.873], [16.941, 21.741, 23.912], [18.828, 20.812, 23.338], [16.716, 29.002, 23.798], [17.619, 29.450, 23.157], [16.834, 28.434, 24.892], [15.596, 28.726, 23.340], [16.883, 24.893, 26.390], [16.600, 23.723, 26.064], [16.182, 25.732, 25.815], [17.744, 25.107, 27.240], [15.196, 25.003, 22.359], [15.458, 25.768, 23.254], [16.058, 24.421, 21.676], [14.043, 24.768, 22.086], [13.654, 28.720, 26.760], [12.990, 29.305, 27.605], [14.499, 27.872, 26.868], [13.503, 28.716, 25.486], [13.147, 24.500, 24.943], [13.863, 23.546, 25.300], [13.552, 25.658, 25.243], [12.253, 24.400, 24.116], [15.188, 23.546, 31.706], [15.774, 22.315, 31.780], [16.859, 22.251, 30.998], [16.879, 23.486, 30.248], [15.905, 24.292, 30.825], [14.334, 23.848, 32.153], [15.287, 21.605, 32.431], [17.449, 21.375, 30.771], [17.505, 23.806, 29.427], [15.710, 25.333, 30.617], [17.897, 26.900, 29.570], [16.878, 27.849, 29.690], [17.344, 28.795, 30.525], [18.609, 28.497, 30.966], [18.957, 27.324, 30.361], [17.800, 26.095, 28.969], [15.930, 27.731, 29.186], [16.769, 29.667, 30.800], [19.256, 28.986, 31.679], [19.900, 26.808, 30.463]], "multiplicity": 7, "charge": 0, "orbital_gap_ev": [3.9, 2.2], "energy_ha": -4654.96800}

[4]
{"formula": "C8H10CuN2O5", "method": "the ωB97M-V functional and the def2-TZVPD basis", "species": ["Cu", "O", "C", "C", "O", "C", "O", "C", "O", "C", "H", "H", "C", "H", "H", "C", "N", "C", "N", "O", "H", "H", "H", "H", "H", "H"], "coordinates": [[0.083, 0.214, -0.164], [-1.958, 0.883, -2.431], [-1.020, 0.768, -1.779], [1.815, 0.785, 0.581], [2.802, 1.048, 1.106], [-0.250, 2.132, 0.454], [-0.791, 3.011, 0.950], [1.110, -0.497, -1.633], [1.746, -0.882, -2.512], [1.495, 3.390, -2.936], [1.433, 2.732, -3.813], [0.627, 4.033, -2.741], [2.574, 3.405, -2.145], [2.635, 4.060, -1.267], [3.440, 2.759, -2.340], [-3.036, -2.374, 2.395], [-1.683, -2.848, 2.161], [-0.745, -2.188, 1.445], [0.500, -2.760, 1.373], [-0.998, -1.076, 0.898], [-3.204, -1.398, 1.934], [-3.199, -2.293, 3.476], [-3.747, -3.098, 1.979], [-1.440, -3.739, 2.581], [1.170, -2.357, 0.732], [0.640, -3.709, 1.696]], "multiplicity": 2, "charge": 2, "orbital_gap_ev": [7.0, 5.0], "energy_ha": -2436.31070, "e_above_lowest_kj_mol": 0.0}

[5]
{"formula": "C8H10EuN2O5", "method": "the ωB97M-V functional and the def2-TZVPD basis", "species": ["Eu", "C", "O", "C", "O", "C", "O", "C", "O", "C", "H", "H", "C", "H", "H", "C", "N", "C", "N", "O", "H", "H", "H", "H", "H", "H"], "coordinates": [[-0.645, -0.851, -0.430], [0.491, -2.346, 1.497], [0.943, -2.916, 2.385], [-1.234, -3.401, -0.035], [-1.325, -4.502, 0.287], [1.060, -2.257, -1.932], [1.885, -2.779, -2.538], [-2.273, -1.041, 1.675], [-2.819, -1.129, 2.683], [-2.564, 0.289, -2.014], [-3.051, 0.967, -1.298], [-1.797, 0.749, -2.661], [-2.907, -1.021, -2.115], [-2.447, -1.707, -2.847], [-3.701, -1.474, -1.503], [2.957, 2.188, -0.482], [2.209, 2.455, 0.740], [1.162, 1.741, 1.179], [0.609, 2.126, 2.355], [0.653, 0.766, 0.534], [2.539, 1.335, -1.021], [4.006, 1.987, -0.238], [2.937, 3.071, -1.129], [2.519, 3.207, 1.350], [-0.189, 1.619, 2.708], [0.980, 2.926, 2.851]], "multiplicity": 8, "charge": 2, "orbital_gap_ev": [8.1, 8.5], "energy_ha": -1506.33196}

[6]
{"formula": "C8H10F2N2Si", "method": "the ωB97M-V functional and the def2-TZVPD basis", "species": ["C", "C", "C", "C", "C", "C", "C", "N", "Si", "F", "F", "C", "N", "H", "H", "H", "H", "H", "H", "H", "H", "H", "H"], "coordinates": [[0.872, -0.873, 2.028], [1.113, -0.044, 1.051], [0.080, 0.845, 0.379], [-1.375, 0.489, 0.806], [0.261, 1.003, -1.148], [0.822, -0.243, -1.934], [1.216, 2.057, -1.246], [1.998, 2.916, -1.307], [0.383, 2.671, 1.369], [-0.455, 2.566, 2.730], [1.912, 2.364, 1.775], [0.106, 4.668, 1.258], [0.136, 5.808, 1.256], [1.702, -1.359, 2.668], [-0.044, -0.942, 2.609], [2.156, -0.102, 0.868], [-1.623, 0.799, 1.873], [-1.859, 0.949, -0.024], [-1.618, -0.580, 0.579], [-0.601, 1.342, -1.605], [-0.003, -0.872, -2.272], [1.348, 0.154, -2.794], [1.417, -0.824, -1.259]], "charge": 0, "orbital_gap_ev": 9.9, "energy_ha": -909.60554, "e_above_lowest_kj_mol": 0.0, "smiles": "C=C[C@](C)([C@H](C)C#N)[Si](F)(F)C#N"}

Question: Which formula does entry 4 have?
Answer: C8H10CuN2O5